# 1
Entry from OMol25: 3 unconnected molecules or ions with the total composition C29H52N5O5 in a non-equilibrium geometry (wB97M-V/def2-TZVPD).

Each line ends with the Mulliken charge.
CARTESIAN COORDINATES (ANGSTROEM)
1 C -0.46 1.04 0.22  -1.941
2 C 0.50 0.24 -0.68  1.592
3 C 1.92 0.70 -0.33  -1.653
4 C 0.20 0.61 -2.15  -1.958
5 C -0.49 -0.44 -3.00  2.325
6 N -0.26 -0.09 -4.43  -0.888
7 C -0.67 1.01 -4.77  0.655
8 O -0.98 2.08 -5.09  -0.419
9 O -1.94 -0.35 -2.84  -0.461
10 C -2.48 -1.09 -1.93  0.658
11 N -2.95 -1.70 -1.08  -0.580
12 C 0.07 -1.84 -2.81  -2.381
13 C 0.63 -2.19 -1.40  2.235
14 C 0.00 -3.52 -0.95  -1.883
15 C 2.14 -2.43 -1.48  -1.779
16 N 0.26 -1.19 -0.38  0.744
17 O 0.62 -1.52 0.80  -0.570
18 H -1.48 0.69 0.11  0.298
19 H -0.18 0.83 1.25  0.433
20 H -0.36 2.11 0.06  0.532
21 H 2.65 0.28 -1.02  0.352
22 H 2.19 0.42 0.68  0.244
23 H 1.96 1.78 -0.46  0.513
24 H -0.46 1.47 -2.14  0.491
25 H 1.11 0.94 -2.64  0.225
26 H -0.63 -2.59 -3.14  0.374
27 H 0.90 -1.90 -3.50  0.560
28 H -0.07 -4.20 -1.79  0.510
29 H 0.60 -3.97 -0.17  0.340
30 H -0.99 -3.35 -0.53  0.419
31 H 2.63 -1.70 -2.11  0.521
32 H 2.32 -3.43 -1.87  0.535
33 H 2.58 -2.41 -0.48  -0.073
34 C -3.21 7.60 -2.06  -1.835
35 C -2.27 6.37 -1.98  2.050
36 C -1.84 5.94 -3.39  -1.391
37 C -2.94 5.22 -4.18  -0.482
38 C -3.53 4.07 -3.37  -0.672
39 C -4.02 4.51 -1.99  1.809
40 N -2.94 5.24 -1.26  0.321
41 O -2.08 4.41 -0.79  -0.474
42 C -5.29 5.37 -2.13  -1.866
43 C -4.44 3.29 -1.17  -1.635
44 C -1.04 6.81 -1.20  -1.976
45 H -3.94 7.59 -1.25  0.317
46 H -2.63 8.52 -1.94  0.489
47 H -3.73 7.68 -3.01  0.312
48 H -0.99 5.26 -3.30  0.372
49 H -1.49 6.81 -3.93  0.345
50 H -3.72 5.92 -4.48  0.334
51 H -2.51 4.83 -5.10  0.437
52 H -4.36 3.62 -3.91  0.526
53 H -2.77 3.30 -3.25  -0.336
54 H -5.60 5.76 -1.16  0.355
55 H -6.10 4.75 -2.51  0.435
56 H -5.19 6.20 -2.82  0.330
57 H -3.64 2.56 -1.09  0.101
58 H -5.28 2.80 -1.67  0.429
59 H -4.75 3.57 -0.17  0.465
60 H -1.30 7.09 -0.18  0.462
61 H -0.60 7.68 -1.69  0.485
62 H -0.28 6.03 -1.16  0.328
63 C 3.15 -2.99 5.40  -2.006
64 C 2.82 -3.28 3.92  2.147
65 C 1.35 -3.67 3.76  -0.682
66 C 1.04 -5.09 4.25  -0.680
67 C 1.98 -6.10 3.61  -1.197
68 C 3.46 -5.75 3.81  1.594
69 N 3.71 -4.35 3.37  0.440
70 O 3.78 -4.28 2.08  -0.595
71 C 3.86 -5.96 5.28  -1.692
72 C 4.33 -6.70 3.00  -1.864
73 C 3.06 -1.98 3.16  -1.599
74 H 4.18 -3.27 5.64  0.328
75 H 3.06 -1.93 5.61  0.506
76 H 2.49 -3.51 6.09  0.315
77 H 1.07 -3.60 2.71  -0.211
78 H 0.73 -2.95 4.30  0.447
79 H 1.10 -5.14 5.34  0.351
80 H 0.01 -5.34 3.99  0.411
81 H 1.80 -7.10 4.02  0.422
82 H 1.77 -6.17 2.54  0.298
83 H 4.88 -5.63 5.45  0.353
84 H 3.81 -7.03 5.51  0.440
85 H 3.20 -5.46 5.99  0.312
86 H 4.07 -6.70 1.94  0.368
87 H 4.21 -7.71 3.37  0.422
88 H 5.39 -6.43 3.09  0.447
89 H 4.10 -1.68 3.20  0.521
90 H 2.45 -1.19 3.60  0.504
91 H 2.76 -2.07 2.11  -0.103

As for the electronic energy: -1785.9666 Eh. Its spin multiplicity is 4. The molar mass is 550.77 g mol⁻¹.

# 2
Entry from OMol25: 2 unconnected molecules or ions with the total composition C4H8N2O in a non-equilibrium geometry (wB97M-V/def2-TZVPD).

Each line ends with the Mulliken charge.
CARTESIAN COORDINATES (ANGSTROEM)
1 C -2.86 0.05 -0.61  -0.727
2 C -1.94 0.33 0.29  0.031
3 C -0.57 -0.28 0.30  -0.426
4 O 0.41 0.75 0.20  -0.591
5 H -3.87 0.43 -0.53  0.262
6 H -2.68 -0.65 -1.42  0.249
7 H -2.16 0.97 1.13  0.278
8 H -0.45 -1.01 -0.51  0.250
9 H -0.35 -0.77 1.26  0.285
10 H 0.62 0.99 -0.77  0.345
11 N 2.60 0.48 -0.91  -0.645
12 C 2.44 -0.02 0.21  0.756
13 N 2.41 -0.71 1.21  -0.560
14 H 3.43 0.98 -1.20  0.233
15 H 2.97 -1.53 1.36  0.258

Its SMILES is C=CCO.N=C=N. Its energy relative to the best compared isomer or geometry (same formula, charge and spin) is 329.23 kJ/mol. As for the electronic energy: -341.8782 Eh. The molar mass is 100.12 g mol⁻¹.

# 3
Entry from OMol25: C6H10 in the gas phase in a non-equilibrium geometry (wB97M-V/def2-TZVPD).

Each line ends with the Mulliken charge.
CARTESIAN COORDINATES (ANGSTROEM)
1 C 2.02 -0.38 -0.01  -1.432
2 C 0.56 0.01 -0.16  0.645
3 C 0.02 1.23 0.53  -0.442
4 C -1.32 1.16 0.51  -0.378
5 C -1.69 -0.10 -0.19  -0.446
6 C -0.53 -1.04 0.10  -0.755
7 H 2.28 -0.84 0.95  0.308
8 H 2.69 0.48 -0.15  0.355
9 H 2.25 -1.12 -0.79  0.362
10 H 0.16 0.21 -1.32  -0.009
11 H 0.62 2.10 0.75  0.340
12 H -2.02 1.96 0.71  0.367
13 H -2.71 -0.48 -0.08  0.381
14 H -1.32 0.12 -1.31  0.152
15 H -0.48 -1.83 -0.65  0.251
16 H -0.53 -1.47 1.11  0.299

Its SMILES is C[C@@H]1C=CCC1. Its energy relative to the best compared isomer or geometry (same formula, charge and spin) is 132.76 kJ/mol. As for the electronic energy: -234.5519 Eh. The molar mass is 82.15 g mol⁻¹.

# 4
Entry from OMol25: a molecular structure, C36H41EuF3N9O9P3 in a non-equilibrium geometry (wB97M-V/def2-TZVPD).

Each line ends with the Mulliken charge.
CARTESIAN COORDINATES (ANGSTROEM)
1 Eu -0.61 -0.12 -1.35  0.759
2 C -3.18 -3.30 0.72  -0.529
3 O -2.62 -4.38 -0.06  -0.655
4 C -2.79 -4.18 -1.42  -0.070
5 C -3.54 -5.04 -2.20  -0.804
6 C -3.64 -4.89 -3.56  -0.670
7 C -2.99 -3.81 -4.14  -0.877
8 C -2.27 -2.91 -3.36  0.877
9 C -1.65 -1.81 -4.12  -1.283
10 N -0.95 -0.82 -3.67  0.859
11 N -0.62 0.08 -4.67  -1.053
12 C 0.43 0.75 -4.26  0.316
13 O 1.09 0.57 -3.19  -0.504
14 C 0.84 1.96 -5.15  0.460
15 C 0.36 2.05 -6.47  -0.419
16 C 0.78 3.15 -7.22  -0.543
17 C 1.47 4.25 -6.62  -0.458
18 C 1.86 4.14 -5.30  -0.545
19 C 1.62 2.95 -4.57  -0.497
20 C -2.08 -3.11 -1.97  1.261
21 O -1.28 -2.41 -1.24  0.428
22 H -4.20 -3.12 0.42  0.323
23 H -2.64 -2.42 0.52  0.008
24 H -3.11 -3.54 1.79  0.225
25 H -4.06 -5.86 -1.75  0.437
26 H -4.20 -5.61 -4.17  0.347
27 H -3.03 -3.58 -5.22  0.288
28 H -1.89 -1.83 -5.17  0.195
29 H -0.27 1.26 -6.85  0.428
30 H 0.55 3.09 -8.24  0.415
31 H 1.66 5.14 -7.28  0.284
32 H 2.29 5.02 -4.88  0.392
33 H 1.93 2.83 -3.55  0.459
34 N -2.70 2.20 1.38  0.124
35 C -2.85 3.45 0.49  0.839
36 C -4.08 4.25 0.96  -1.817
37 P -3.13 2.73 -1.19  0.413
38 O -4.76 2.24 -1.05  -0.649
39 O -2.90 3.84 -2.14  -0.848
40 O -2.48 1.38 -1.21  -0.361
41 P -1.23 4.47 0.53  0.502
42 O -0.79 4.13 2.11  -0.494
43 O -1.63 5.90 0.59  -0.850
44 O -0.27 3.78 -0.35  -0.345
45 H -3.27 1.41 1.02  0.389
46 H -3.05 2.40 2.32  0.437
47 H -1.81 1.77 1.48  -0.407
48 H -4.90 3.70 1.34  0.384
49 H -4.48 4.91 0.15  0.323
50 H -3.74 4.90 1.75  0.553
51 H -4.68 1.28 -1.25  0.302
52 H -1.13 4.84 2.61  0.271
53 F -0.08 -2.49 8.57  -0.264
54 C 0.88 -1.91 7.83  0.909
55 F 1.79 -2.89 7.57  -0.270
56 F 1.51 -0.99 8.65  -0.301
57 C 0.28 -1.32 6.60  0.528
58 C 0.28 0.04 6.33  -0.921
59 C -0.23 0.46 5.12  -0.385
60 C -0.76 -0.48 4.19  0.241
61 C -0.72 -1.86 4.54  -0.728
62 C -0.22 -2.27 5.74  -0.783
63 C -0.98 -0.14 2.79  0.304
64 C -0.98 -0.16 1.56  -0.755
65 H 0.67 0.71 7.05  0.506
66 H -0.23 1.47 4.81  0.525
67 H -1.10 -2.54 3.78  0.525
68 H -0.25 -3.32 5.98  0.367
69 C 4.54 2.50 1.44  -0.975
70 N 3.54 2.36 2.50  0.179
71 C 3.82 1.15 3.23  -0.953
72 N 3.91 -0.04 2.34  0.110
73 C 4.90 0.19 1.31  -0.936
74 N 4.61 1.38 0.50  0.091
75 C 3.42 1.21 -0.31  -1.311
76 P 1.89 1.00 0.63  1.674
77 C 2.21 2.31 1.91  -0.965
78 C 2.61 -0.37 1.79  -0.652
79 H 5.53 2.63 1.90  0.279
80 H 4.32 3.38 0.83  0.414
81 H 2.98 0.94 3.91  0.429
82 H 4.72 1.18 3.82  0.250
83 H 4.90 -0.69 0.64  0.409
84 H 5.86 0.26 1.80  0.273
85 H 3.62 0.33 -0.94  0.343
86 H 3.43 2.06 -0.97  0.471
87 H 1.45 2.24 2.70  0.098
88 H 1.97 3.32 1.45  0.304
89 H 2.66 -1.30 1.18  0.357
90 H 1.93 -0.56 2.64  0.129
91 N -0.02 -5.42 -0.31  -0.663
92 C 0.72 -4.48 -0.99  -0.155
93 C 1.23 -3.35 -0.32  0.120
94 N 1.79 -2.34 -0.93  -0.074
95 C 1.98 -2.49 -2.23  -0.217
96 C 1.54 -3.60 -2.89  -0.722
97 N 0.89 -4.60 -2.27  -0.646
98 H -0.77 -4.91 0.18  0.384
99 H -0.41 -6.07 -1.01  0.425
100 H 1.08 -3.28 0.72  0.473
101 H 2.39 -1.66 -2.81  0.462
102 H 1.52 -3.65 -3.94  0.477

Its energy relative to the best compared isomer or geometry (same formula, charge and spin) is 45.66 kJ/mol. As for the electronic energy: -4600.6854 Eh. Its spin multiplicity is 8. As for the total charge: -2. The molar mass is 1045.66 g mol⁻¹.